C2H10NS | ωB97M-V with the def2-TZVPD basis set

Properties
ΔE to the lowest compared entry with this formula, charge and spin   56.8 kJ/mol
Multiplicity   1
Orbital gap   0.32779 Eh
Total charge   +1

Geometry (Å):
S 0.045 -0.103 0.492
N 0.437 2.289 -1.407
C -1.318 -0.966 1.245
C 0.722 -1.480 -0.439
H 0.425 3.154 -0.870
H 0.670 1.502 -0.709
H -0.403 2.054 -1.931
H -0.154 -2.045 -0.775
H -2.039 -1.273 0.487
H 1.383 -2.035 0.223
H -1.918 -0.342 1.928
H -0.889 -1.656 1.966
H 1.304 -1.248 -1.335
H 1.156 2.262 -2.134